Formula: C31H26AsFeIPS4
Source: the OMol25 dataset
Level of theory: ωB97M-V/def2-TZVPD

## Properties
* Kohn-Sham gap (spin up / spin down): 4.59 / 5.59 eV
* net charge: -2
* DFT total energy: -188528.0155 eV
* ⟨S²⟩: 8.781
* E_LUMO (spin up / spin down): 4.106 / 4.104 eV
* molar mass: 815.46 g mol⁻¹
* 2S+1: 6

Last column: Mulliken spin population.
CARTESIAN COORDINATES (ANGSTROEM)
1 Fe 0.03 0.23 -0.70  3.74
2 S 3.18 -3.29 -2.49  0.22
3 As 1.21 -2.50 -2.36  0.39
4 S 1.17 -0.31 -2.73  0.21
5 S 1.99 -0.54 0.93  0.04
6 S -0.32 -3.52 -3.44  0.24
7 C 2.05 0.65 4.28  0.00
8 C 2.20 -0.80 4.65  -0.01
9 C 2.82 -1.14 5.85  0.00
10 C 2.96 -2.46 6.26  0.00
11 C 2.47 -3.47 5.46  0.00
12 C 1.85 -3.16 4.25  0.00
13 C 1.72 -1.84 3.83  0.00
14 P 0.86 -1.47 2.26  -0.05
15 C 0.36 -3.07 1.53  0.03
16 C -1.00 -3.29 1.28  0.01
17 C -1.41 -4.36 0.51  0.01
18 C -0.47 -5.22 -0.03  -0.02
19 C 0.87 -5.02 0.24  0.01
20 C 1.32 -3.95 1.01  0.01
21 C 2.81 -3.78 1.15  0.00
22 C -0.63 -0.63 2.80  0.04
23 C -1.36 -1.32 3.78  -0.02
24 C -2.66 -0.99 4.10  0.03
25 C -3.27 0.05 3.38  0.00
26 C -2.57 0.76 2.44  0.01
27 C -1.19 0.52 2.15  -0.05
28 C -0.52 1.39 1.25  0.11
29 H 2.36 1.29 5.11  0.00
30 H 1.01 0.89 4.03  0.00
31 H 2.64 0.89 3.40  0.00
32 H 3.19 -0.34 6.48  0.00
33 H 3.44 -2.68 7.20  0.00
34 H 2.57 -4.51 5.76  0.00
35 H 1.47 -3.95 3.62  0.00
36 H -1.73 -2.60 1.67  0.00
37 H -2.46 -4.49 0.29  0.00
38 H -0.77 -6.02 -0.69  0.00
39 H 1.62 -5.66 -0.22  0.00
40 H 3.20 -3.41 0.20  -0.01
41 H 3.27 -4.75 1.34  0.00
42 H 3.10 -3.09 1.93  0.00
43 H -0.90 -2.17 4.28  0.00
44 H -3.20 -1.54 4.86  0.00
45 H -4.30 0.30 3.56  0.00
46 H -3.05 1.57 1.91  0.00
47 H 0.54 1.58 1.39  -0.01
48 H -1.10 2.25 0.94  -0.02
49 I -2.44 -1.10 -1.00  0.05
50 C -3.25 0.48 -2.12  -0.01
51 C -4.50 0.31 -2.64  -0.01
52 C -5.09 1.34 -3.40  0.00
53 C -4.40 2.51 -3.60  0.00
54 C -3.10 2.69 -3.06  -0.01
55 C -2.40 3.90 -3.27  0.00
56 C -1.15 4.06 -2.73  0.00
57 C -0.56 3.02 -1.99  -0.04
58 C -1.16 1.80 -1.75  0.15
59 C -2.48 1.66 -2.30  -0.09
60 H -5.04 -0.62 -2.48  0.00
61 H -6.08 1.21 -3.82  0.00
62 H -4.84 3.31 -4.18  0.00
63 H -2.87 4.69 -3.86  0.00
64 H -0.61 4.99 -2.89  0.00
65 H 0.44 3.20 -1.59  0.01